(1)
Entry from the OMol25 dataset: 6 unconnected molecules or ions with the total composition C28H60BNO11S5Si (wB97M-V/def2-TZVPD).

```
107
Properties=species:S:1:pos:R:3:forces:R:3
C 3.0131 -0.2808 3.5706 0.0 0.1 0.2
C 2.2087 0.3054 2.4365 0.1 0.2 -0.5
N 2.2516 -0.3290 1.3359 0.0 -0.1 0.0
C 1.3876 1.5906 2.5744 -0.2 -0.5 0.6
B 0.7040 1.8652 3.9823 0.0 0.2 0.1
C -0.4962 2.8731 4.1636 0.1 -0.4 -0.7
C -1.7124 2.4143 3.3106 0.4 0.7 1.0
O -2.3847 1.3326 3.9345 0.2 -0.6 -0.9
Si -2.6226 -0.0576 3.0021 -0.8 -0.6 0.3
C -3.0134 0.2967 1.2023 0.8 0.2 0.4
C -1.1731 -1.2627 3.1536 -0.3 0.4 0.4
C -4.1280 -0.9329 3.7617 0.7 0.7 -0.5
H 4.0773 -0.2602 3.3379 0.0 0.0 -0.1
H 2.8688 0.2172 4.5243 -0.1 0.1 0.0
H 2.7302 -1.3274 3.6804 0.0 0.0 0.0
H 1.6831 0.1384 0.6306 -0.1 0.0 0.0
H 0.6437 1.5641 1.7722 0.0 0.2 0.0
H 2.0156 2.4621 2.3447 0.1 0.0 0.1
H 1.1353 1.3035 4.9434 0.0 0.0 0.0
H -0.7899 3.0309 5.1991 -0.1 0.0 0.0
H -0.2001 3.8454 3.7452 0.1 0.0 0.0
H -1.3380 2.1741 2.3153 -0.3 0.0 -0.2
H -2.4084 3.2543 3.2491 -0.1 -0.1 -0.3
H -2.2231 0.8837 0.7264 -0.1 0.0 -0.1
H -3.0046 -0.6613 0.6784 -0.3 0.0 0.0
H -3.9418 0.8373 1.0463 -0.1 -0.1 0.0
H -1.2783 -2.0967 2.4599 0.1 0.1 -0.2
H -1.2251 -1.6966 4.1571 0.1 0.1 0.0
H -0.1932 -0.7939 3.0566 0.1 -0.1 -0.2
H -4.6201 -1.4926 2.9661 0.0 -0.3 0.1
H -4.8266 -0.1697 4.1068 0.0 -0.1 0.2
H -3.7996 -1.5754 4.5752 -0.3 -0.1 0.1
C 4.0735 -4.0680 -2.7131 0.0 0.1 0.0
C 4.3541 -3.3887 -1.3701 0.1 -0.2 0.2
C 3.0038 -2.9825 -0.7674 0.3 0.0 0.0
S 1.8029 -4.1479 -1.4104 0.2 0.0 0.1
O 0.8707 -3.4410 -2.2592 -0.1 -0.1 0.1
O 1.3320 -5.0108 -0.3520 -0.2 0.0 -0.1
C 2.9401 -5.0532 -2.4510 0.2 -0.1 -0.2
H 4.9578 -4.5689 -3.1047 0.0 0.0 0.0
H 3.7557 -3.3229 -3.4461 0.0 0.0 0.0
H 4.8588 -4.0967 -0.7080 -0.1 -0.1 0.0
H 4.9975 -2.5236 -1.4864 0.0 -0.1 0.0
H 2.9979 -3.0308 0.3173 -0.2 0.1 0.0
H 2.7015 -1.9881 -1.0886 -0.1 0.0 0.0
H 2.4239 -5.3799 -3.3520 -0.1 0.0 0.1
H 3.2908 -5.9137 -1.8808 0.0 0.1 0.1
C -6.2970 4.0203 -2.7734 0.0 0.1 0.1
C -4.9755 4.7632 -3.0069 0.0 -0.1 0.0
C -4.0472 4.4164 -1.8384 0.0 0.3 -0.2
S -4.5438 2.7929 -1.2657 0.0 0.1 -0.3
O -5.0675 2.9163 0.0752 0.1 -0.1 0.1
O -3.5168 1.8316 -1.5820 0.0 0.0 0.2
C -5.9146 2.5914 -2.3965 -0.3 0.1 -0.1
H -6.9363 4.0418 -3.6550 0.0 0.0 0.0
H -6.8407 4.4888 -1.9501 0.0 0.0 0.0
H -4.5285 4.4303 -3.9466 0.0 0.0 0.0
H -5.1265 5.8393 -3.0765 0.0 0.0 0.0
H -3.0023 4.3834 -2.1359 0.0 -0.1 0.1
H -4.1764 5.1032 -1.0082 0.0 0.0 0.1
H -6.7102 2.0394 -1.9013 0.1 -0.1 0.1
H -5.5487 2.0330 -3.2576 0.0 0.0 0.0
C 3.1961 -9.5351 0.3848 0.0 0.1 -0.1
C 3.0493 -9.9849 -1.0748 0.0 0.0 0.0
C 3.9860 -9.1116 -1.9184 -0.3 -0.2 -0.1
S 5.3336 -8.6306 -0.8308 0.0 -0.2 0.0
O 5.2764 -7.2025 -0.6345 0.1 0.0 -0.1
O 6.5487 -9.2820 -1.2494 0.0 0.2 0.0
C 4.6970 -9.4275 0.6378 -0.2 -0.1 0.2
H 2.7267 -10.2358 1.0736 0.0 0.0 0.0
H 2.7238 -8.5599 0.5225 0.0 0.0 0.0
H 3.3416 -11.0331 -1.1652 0.0 0.0 0.0
H 2.0204 -9.9006 -1.4211 0.0 0.0 0.0
H 4.4003 -9.6446 -2.7702 0.1 0.1 0.0
H 3.4941 -8.2009 -2.2546 0.1 0.0 0.0
H 4.9536 -8.8290 1.5087 0.1 0.1 -0.1
H 5.1634 -10.4100 0.7050 0.0 0.0 0.0
C -5.0290 7.2444 3.6145 0.0 0.1 -0.1
C -5.5533 8.5857 3.0832 0.0 0.0 0.0
C -5.0540 8.7340 1.6400 -0.1 0.2 0.2
S -4.8642 7.0634 1.0094 -0.2 0.0 0.2
O -3.4658 6.8251 0.7442 -0.1 0.0 -0.2
O -5.8623 6.8097 -0.0027 0.2 0.0 -0.2
C -5.3140 6.2214 2.5194 0.0 0.0 0.3
H -5.5066 6.9649 4.5521 0.0 0.0 0.0
H -3.9532 7.3099 3.7916 0.0 0.0 0.0
H -6.6450 8.5809 3.0968 0.0 0.0 0.0
H -5.2225 9.4215 3.6979 0.0 0.0 0.0
H -5.7589 9.2676 1.0077 0.1 -0.1 -0.1
H -4.0779 9.2132 1.5949 0.0 -0.1 -0.1
H -4.7321 5.3065 2.6054 0.0 0.0 -0.2
H -6.3759 5.9857 2.4583 0.0 0.0 -0.1
C 3.1083 0.9523 -4.2294 0.1 0.0 0.1
C 4.1319 2.0923 -4.1360 0.0 0.0 0.0
C 5.4424 1.4899 -3.6133 -0.1 0.3 0.0
S 5.4473 -0.2258 -4.1446 0.0 0.1 -0.2
O 5.3806 -1.0685 -2.9738 0.2 0.2 -0.2
O 6.4619 -0.4256 -5.1472 0.0 -0.1 0.2
C 3.8326 -0.2022 -4.9138 -0.3 0.1 0.0
H 2.2199 1.2484 -4.7846 0.0 0.0 0.0
H 2.7932 0.6516 -3.2277 0.0 0.0 0.0
H 4.2925 2.5205 -5.1274 0.0 0.0 0.0
H 3.7846 2.8939 -3.4859 0.0 0.0 0.0
H 6.3216 1.9819 -4.0210 0.1 -0.1 0.0
H 5.4858 1.4953 -2.5257 0.0 -0.1 0.0
H 3.3512 -1.1673 -4.7713 0.1 0.0 0.0
H 3.9805 -0.0091 -5.9758 0.0 0.0 0.0
```
Forces are in eV/Å.

Its orbital gap is 9.83 eV.

Löwdin population analysis, charges in e, atoms 1 to 5: -0.049, -0.445, 0.133, -0.097, -0.112

---

(2)
Entry from the OMol25 dataset: a single C6H12O molecule (wB97M-V/def2-TZVPD).

```
19
Properties=species:S:1:pos:R:3:forces:R:3
C -1.3766 0.4189 -1.8815 -0.1 0.1 -0.2
C -1.0197 0.4451 -0.4154 0.3 0.2 -0.4
O -2.2435 0.4162 0.3135 0.0 0.1 0.3
C -0.1694 -0.7281 -0.0705 -0.2 0.2 -0.2
C 1.2569 -0.9199 -0.4262 0.1 0.0 -0.3
C 0.9149 -0.7168 1.0182 -0.9 0.4 -0.1
C 1.5051 0.5080 1.6933 -0.2 0.1 0.0
H -0.4579 0.4163 -2.4768 -0.2 0.1 0.0
H -1.9885 1.2832 -2.1421 0.0 -0.1 -0.1
H -1.9360 -0.4976 -2.1024 0.1 0.2 0.0
H -0.4553 1.3576 -0.1693 -0.2 0.0 -0.2
H -2.0402 0.4887 1.2553 0.0 0.0 -0.2
H -0.7329 -1.6698 -0.0909 0.0 0.4 0.2
H 1.7064 -0.0223 -0.8516 0.2 -0.2 0.1
H 1.6068 -1.8434 -0.8720 -0.1 0.0 0.1
H 0.4154 -1.4457 1.6189 1.5 -1.1 0.9
H 1.3576 1.4007 1.0746 0.0 0.0 0.1
H 2.5918 0.4220 1.8483 -0.3 -0.2 -0.1
H 1.0649 0.6869 2.6767 -0.1 0.1 -0.1
```
Forces are in eV/Å.

Its orbital gap is 10.38 eV. The value obtained for the energy above the lowest of the compared OMol25 structures with the same formula, charge and spin is 1.693 eV.

natural (NBO) population analysis, charges in e, atoms 1 to 5: -0.613, 0.087, -0.720, -0.225, -0.413

---

(3)
Entry from the OMol25 dataset: a molecular structure, C22H42AlBBr2Cl2F2ILiN4O7P4S2 (wB97M-V/def2-TZVPD).

```
91
Properties=species:S:1:pos:R:3:forces:R:3
C -0.2246 1.4996 2.9144 -0.5 1.0 -0.2
C 0.5417 1.5293 1.9750 0.4 -0.5 -1.6
C 1.3407 1.5221 0.6239 -0.6 1.3 1.4
C 0.6639 0.6910 -0.5339 -1.6 0.4 0.3
C 0.3638 1.4007 -1.9863 2.0 -0.5 2.2
P -1.2490 2.3781 -1.7039 -0.1 -1.4 -1.9
S -1.4777 3.3678 -0.0298 0.6 0.2 0.8
P 1.5696 2.8043 -2.5596 2.2 -0.7 -1.2
O 2.9959 2.7104 -1.5895 -1.7 0.5 -0.4
Br 0.8394 4.8898 -2.1287 0.0 -0.4 0.5
C 0.2931 0.0857 -2.9847 -0.2 3.2 -2.0
C -1.0025 0.3260 -3.9050 -1.9 -1.0 0.3
C -1.3252 -0.7370 -5.0318 -1.4 -0.2 -1.1
C -1.8796 -0.0140 -6.3754 2.4 -0.8 1.2
I -3.6322 -1.0248 -7.2140 1.1 1.4 0.1
C 1.4412 0.0140 -4.1187 0.3 -0.4 -0.8
Br 3.3216 0.1158 -3.4855 -0.6 -0.4 0.3
C 1.3306 1.0521 -5.3247 0.2 0.4 -1.3
C 2.7072 1.4720 -6.0185 -0.9 0.3 -1.1
N 0.2284 -1.1130 -2.0196 -2.1 -0.5 1.0
S -1.4470 -1.5193 -1.4581 -2.0 0.0 0.1
P 0.3289 -2.7919 -2.7604 2.0 -3.5 -2.1
N 1.6836 -3.2187 -3.4183 -0.5 1.9 0.7
C 0.9732 -0.9034 -0.6734 0.8 2.6 1.9
C 0.3745 -1.3997 0.7254 -0.1 -1.4 1.4
C 0.2233 -2.9337 1.0684 -1.5 0.0 1.6
C -0.6084 -2.9478 2.4711 1.0 0.4 -0.2
C -2.1637 -2.7665 2.2724 0.7 -0.5 1.4
N -2.7161 -4.0184 1.6800 -0.2 1.4 -0.1
P 2.7368 -1.5081 -0.4901 0.3 0.4 -0.1
C 4.1070 -0.3511 -0.2312 1.2 0.1 -0.6
C 3.1264 -3.2912 -0.6045 0.4 -1.8 -0.2
H -1.0376 1.7536 3.6425 1.3 -0.9 -0.6
H 1.3298 2.6125 0.2922 0.2 -1.4 0.4
H 2.3989 1.2872 0.8940 -0.7 0.0 -0.8
H -0.4169 0.7367 -0.1517 1.4 -0.8 -0.1
H -1.4138 3.1784 -2.8899 0.4 -0.6 0.7
H -2.4209 1.5373 -1.7131 1.9 -0.9 -0.3
H 3.5527 3.4620 -1.8868 -0.3 -0.5 0.2
H -1.0437 1.3856 -4.3199 0.8 -1.4 0.4
H -1.9824 0.3078 -3.3231 1.6 0.0 -0.3
H -0.4975 -1.4119 -5.3687 -0.5 0.7 0.5
H -2.1768 -1.4323 -4.7262 1.2 0.9 0.2
H -1.0682 -0.1401 -7.1551 -1.4 0.1 0.8
H -2.0131 1.0915 -6.2517 -0.5 -1.3 0.0
H 1.4272 -0.9900 -4.6540 -0.1 1.1 1.2
H 0.7897 2.0109 -5.1091 0.5 -1.1 0.1
H 0.7473 0.5553 -6.1686 0.6 0.5 1.3
H 3.2850 2.2513 -5.4536 -0.5 -1.1 -0.3
H 2.3898 1.9803 -6.9903 0.4 -0.6 1.2
H 3.3264 0.5881 -6.3544 -0.6 1.0 0.7
H -2.0743 -0.3859 -1.0083 0.9 0.0 -0.4
H 0.0185 -3.7606 -1.7329 -0.4 1.3 0.0
H -0.7299 -3.0116 -3.7115 0.1 0.8 0.9
H 2.3277 -2.4259 -3.3131 0.6 -0.7 -0.3
H -0.5617 -0.9037 1.1109 0.7 -0.3 -1.1
H 1.1604 -1.0522 1.4767 -1.1 -0.2 -1.2
H -0.4615 -3.5167 0.3769 1.3 0.6 0.4
H 1.1676 -3.4784 1.3376 -0.8 0.6 -0.9
H -0.1577 -2.1238 3.1204 -0.8 -0.9 -0.7
H -0.3283 -3.9130 3.0012 -0.9 1.1 -0.7
H -2.6114 -2.6733 3.3145 0.5 0.1 -1.3
H -2.4254 -1.8220 1.6939 0.4 -0.9 0.6
H -2.5984 -3.9414 0.6642 -0.4 -0.3 0.4
H -3.7225 -4.0003 1.8940 0.5 -0.3 -0.5
H 4.2780 -0.1850 0.9166 0.1 -0.4 -2.5
H 4.0666 0.6775 -0.6889 -0.4 -1.0 0.4
H 5.0868 -0.8106 -0.5939 -1.2 0.4 0.5
H 3.8108 -3.5770 -1.4627 -0.9 0.6 0.8
H 3.6002 -3.7038 0.3379 -0.6 0.7 -0.9
H 2.1720 -3.8878 -0.7580 1.1 0.9 0.2
C -1.7086 4.6821 6.2258 -0.5 0.7 0.1
N -1.3482 3.2727 5.9086 0.3 -1.1 0.1
O -2.1057 2.6533 5.1857 -0.1 0.6 0.0
O -0.3319 2.8517 6.3968 -0.1 0.6 -0.2
H -2.6447 4.9292 5.7239 0.0 -0.2 0.0
H -1.8195 4.7502 7.3125 0.1 -0.3 0.1
H -0.8960 5.3179 5.8658 0.1 -0.2 0.0
B -1.0747 -0.2884 7.2542 1.0 0.5 -0.6
O -0.9033 -1.6440 7.8079 -0.5 0.4 0.0
C -1.9278 -1.8782 8.6282 1.3 -1.9 0.1
O -2.0893 -2.8961 9.2426 -0.2 0.3 -0.1
C -2.8169 -0.6901 8.6517 -1.5 1.6 0.2
O -3.8282 -0.5707 9.2880 0.2 -0.1 -0.1
O -2.3184 0.2465 7.8451 0.2 -0.3 0.0
F -1.1939 -0.3480 5.8294 0.2 0.2 0.6
F 0.0343 0.5357 7.6196 -0.7 -0.6 -0.4
Cl -2.4417 1.2318 -8.6409 -0.7 0.2 -1.0
Li -1.9974 7.0144 7.2901 0.0 -0.1 0.1
Cl -3.5636 2.9260 -1.3620 -3.2 1.7 0.4
Al 4.3174 0.3148 2.5541 -0.2 0.4 1.9
```
Forces are in eV/Å.

Its orbital gap is 1.78 eV. Its net charge is +2.

Löwdin population analysis, charges in e, atoms 1 to 5: 0.126, -0.154, -0.181, -0.275, -0.559

---

(4)
Entry from the OMol25 dataset: a single CH2INO2S molecule (wB97M-V/def2-TZVPD).

```
8
Properties=species:S:1:pos:R:3:forces:R:3
C -0.4268 -0.5252 0.0542 0.7 2.7 0.2
N -1.4037 0.4091 0.4886 -2.4 1.3 -1.7
O -2.1296 0.8606 -0.4013 1.4 -1.0 1.6
O 1.0273 1.7449 -0.5330 0.2 0.3 -0.1
S 1.0755 0.7496 0.5162 -0.7 -1.7 -0.8
I 2.7920 -0.9985 0.0135 -0.1 0.2 0.0
H -0.3933 -1.2615 0.7518 0.5 -2.1 2.5
H -0.5415 -0.9791 -0.8900 0.3 0.3 -1.7
```
Forces are in eV/Å.

Its orbital gap (alpha / beta) is 8.02 / 8.03 eV. The value obtained for the energy above the lowest of the compared OMol25 structures with the same formula, charge and spin is 0.879 eV.

natural (NBO) population analysis, charges in e, atoms 1 to 5: -0.422, 0.081, -0.265, -0.863, 1.134

---

no.,DFT total energy (Ha),largest force on an atom (eV/A)
1,-4290.54754,1.31
2,-310.99707,2.09
3,-10610.45442,4.57
4,-940.28379,3.28